# 1
ORCA calculation (ωB97M-V/def2-TZVPD) on C41H39CrI2N10O2Sb as an isolated structure.

Structure (ORCA input):
```
! RIJCOSX wB97M-V def2-TZVPD def2/J DEFGRID3
* xyz 3 4
I 0.1482 -5.0186 -2.5532
I 1.4023 -2.6988 -2.9899
Sb -0.7359 1.9063 -0.5674
Cr 1.3418 -1.2981 -0.3022
O -0.8841 -6.3163 3.6701
O -5.0449 -3.6340 0.5117
N 3.1103 1.0615 -3.1656
N 2.0055 0.3741 -1.5309
N 3.5667 1.1915 -4.4137
N 0.9006 -0.3951 1.5600
N 3.3880 -1.1196 0.1279
N -0.6646 -1.8025 -0.6645
N 1.1675 -3.0472 0.6618
N 3.1521 0.1499 2.1092
N 3.3473 1.9610 -2.2417
N 2.3273 0.0943 -2.7907
C -4.6442 2.2240 1.4642
C 0.4074 4.7437 2.5951
C -3.7508 1.7444 -1.1254
C -0.7913 -0.0259 3.2413
C -2.8556 -1.5979 -1.6070
C -5.5573 2.0380 0.4365
C 2.0240 -4.8510 1.9809
C 0.7302 -5.2340 2.3363
C 0.5172 4.7126 -0.1854
C 0.1689 0.4360 4.1428
C 5.6021 -1.5271 -0.7287
C -0.9282 2.6699 -2.5760
C -3.2811 2.1532 1.2044
C 4.2429 -1.6692 -0.7727
C 0.0283 3.6106 0.5087
C 0.9255 5.8395 0.5179
C -1.3068 3.6310 -5.1554
C -5.1126 1.7970 -0.8566
C -0.3881 -0.4071 1.9919
C -1.8275 4.3248 -4.0713
C 1.8145 0.0607 2.4308
C -1.5243 -1.2564 -1.5364
C 0.4776 -6.3170 3.3353
C -0.3308 -4.5646 1.7348
C -3.3606 -2.5532 -0.7282
C 0.8636 5.8578 1.9038
C 1.4712 0.4972 3.7202
C -1.6363 3.8516 -2.7806
C 0.0026 3.6123 1.8995
C 3.9312 -0.4132 1.1258
C -0.4244 1.9650 -3.6629
C -0.5982 2.4572 -4.9519
C -0.0859 -3.5005 0.8884
C -1.1239 -2.8102 0.1129
C -4.8173 -2.8916 -0.6587
C -2.4518 -3.1929 0.1103
C 5.3156 -0.2128 1.2335
C 2.1918 -3.7573 1.1652
C 6.1588 -0.7624 0.3004
C -2.8360 1.9323 -0.0933
C 2.6451 1.5087 -1.2201
H -5.8287 1.6699 -1.6590
H -6.6180 2.0858 0.6437
H 6.2184 -1.9947 -1.4823
H 3.1876 -3.4153 0.9227
H -1.8334 -0.0923 3.5179
H 3.7865 -2.2464 -1.5656
H 1.2873 6.7046 -0.0221
H 0.0871 1.0185 -3.5292
H -2.3901 5.2351 -4.2315
H 3.6971 0.5979 2.8298
H -0.1062 0.7428 5.1426
H -1.0503 -6.9544 4.3720
H -0.2003 1.9089 -5.7964
H 0.3609 4.7595 3.6766
H 2.2451 0.8614 4.3830
H 0.7932 -7.2772 2.9036
H -3.4904 -1.1163 -2.3374
H -2.0514 4.3989 -1.9426
H 2.6053 2.0009 -0.2619
H -5.9680 -3.9042 0.5584
H 3.5333 0.3812 -5.0087
H -5.3950 -1.9593 -0.6716
H -2.8076 -3.9859 0.7504
H -0.3409 2.7407 2.4463
H -2.5771 2.2977 2.0157
H 1.1777 6.7388 2.4466
H -1.1145 -0.5155 -2.2112
H -4.9896 2.4401 2.4668
H 5.7047 0.3865 2.0458
H 7.2284 -0.6151 0.3602
H -1.4576 4.0125 -6.1560
H -1.3355 -4.8945 1.9532
H 0.5634 4.7024 -1.2679
H -3.4047 1.5919 -2.1420
H 1.1167 -6.1405 4.2092
H -5.0890 -3.4586 -1.5594
H 4.2878 1.8825 -4.5474
H 2.8882 -5.3778 2.3621
H -1.1337 -0.7423 1.2943
*
```

Max |F|: 0.8 eV/A
Kohn-Sham gap (spin up / spin down): 5.1 / 5.2 eV
E_tot: -4163.09018 Eh
⟨S²⟩: 3.789

# 2
ORCA calculation (ωB97M-V/def2-TZVPD) on C41H40BaN4O2P as an isolated structure.

Structure (ORCA input):
```
! RIJCOSX wB97M-V def2-TZVPD def2/J DEFGRID3
* xyz -1 1
Ba -1.1760 -0.0071 0.8705
P 1.1357 2.6110 0.4866
O -2.3102 3.9113 3.1802
O -1.3159 2.2933 2.0035
N -3.3663 -1.0828 -0.2682
N -1.4053 -0.2808 -1.9537
N -1.7476 -2.3664 2.1883
N 0.6881 -1.9643 1.2161
C 1.0603 -0.4044 -2.0098
C -0.0487 5.3995 3.3293
C 4.8422 1.0068 -0.2552
C 2.0686 4.9548 -2.8143
C 1.4792 -4.0989 1.9919
C -3.5363 -1.2705 -1.5442
C -0.2184 -0.0129 -2.7500
C -0.9315 -5.9894 2.2222
C -1.5252 -4.7584 2.0571
C -3.1311 -2.5336 2.6027
C 0.4027 -6.3331 2.4111
C 1.1807 -1.8901 -1.6869
C 2.0083 -1.6181 0.7244
C 0.8510 4.9732 -3.4821
C -1.0001 -3.4220 2.0324
C 1.0392 4.0103 1.6938
C 2.2012 4.2519 -1.6265
C -5.1337 -2.0299 -3.4001
C 2.8861 2.0966 0.6645
C 1.1216 3.5502 -1.0922
C -0.2314 4.2819 -2.9601
C 2.1439 5.9894 2.5712
C 3.6049 1.6109 -0.4280
C -2.9481 -2.7219 -4.2855
C -2.0661 -2.0689 -3.4533
C 2.2772 -2.2074 -0.6680
C -2.2832 -1.1465 -2.3739
C 4.6741 1.3446 2.1112
C 0.4503 -3.1535 1.7026
C 1.0402 6.2470 3.3747
C -4.1616 -2.6484 1.4698
C 3.4387 1.9490 1.9384
C -4.8002 -1.4572 -2.1906
C -0.0929 3.5700 -1.7767
C -0.0737 4.2733 2.5029
C -4.3365 -2.6652 -4.3439
C -4.4261 -1.3565 0.6833
C 5.3820 0.8708 1.0149
C 1.4583 -5.4388 2.3263
C 2.1307 4.8857 1.7411
C -1.3578 3.4263 2.5748
H -3.8678 -3.4280 0.7621
H 3.1889 1.6924 -1.4243
H 1.9242 -0.0843 -2.6044
H -2.5996 -4.8052 1.9431
H 3.1572 4.2413 -1.1183
H -1.6318 -6.8211 2.2266
H 2.4777 -3.6873 1.9249
H 1.3781 -2.4422 -2.6117
H -4.4830 -0.5222 1.3968
H 0.2245 -2.2612 -1.3073
H 2.9950 4.6891 1.1192
H 5.3806 0.6340 -1.1181
H -0.1800 1.0685 -2.9212
H -3.2409 -3.3965 3.2709
H -0.9379 3.0177 -1.3792
H -5.6462 -1.1001 -1.6174
H -0.2365 -0.4819 -3.7386
H 3.2430 -1.8321 -1.0263
H -2.4719 -3.3442 -5.0394
H -1.1824 4.2833 -3.4772
H 2.8926 2.3064 2.8035
H 1.1122 0.1856 -1.0867
H 6.3438 0.3929 1.1511
H -5.1069 -2.9631 1.9252
H 2.9179 5.4908 -3.2198
H 0.6341 -7.3728 2.6067
H -1.0217 -2.2685 -3.6561
H 2.0665 -0.5256 0.6690
H 0.7499 5.5214 -4.4105
H 3.0069 6.6438 2.5885
H 2.4432 -5.8633 2.5059
H -3.3996 -1.6526 3.1996
H -5.4160 -1.4293 0.2274
H 1.0304 7.1084 4.0317
H 2.8235 -1.9045 1.3998
H 2.3674 -3.2930 -0.5740
H -0.9294 5.5769 3.9310
H -4.8299 -3.1638 -5.1690
H -6.1996 -2.0273 -3.6148
H 5.0822 1.2372 3.1085
*
```

Max |F|: 0.1 eV/A
Kohn-Sham gap: 6.3 eV
E_tot: -2322.83149 Eh

# 3
ORCA calculation (ωB97M-V/def2-TZVPD) on C41H40Cr2N8O3 as an isolated structure in a non-equilibrium geometry.

Structure (ORCA input):
```
! RIJCOSX wB97M-V def2-TZVPD def2/J DEFGRID3
* xyz 2 9
Cr 35.7777 4.9752 2.2668
Cr 35.6892 0.5013 2.5980
O 34.3619 1.6992 3.7792
O 34.3393 3.9705 3.4579
O 35.8077 2.7197 2.4791
N 31.0252 5.9629 4.1376
N 34.0711 0.2468 1.2384
N 35.2154 -1.3313 3.5900
N 30.7512 2.3778 6.5607
N 35.2740 7.1430 2.4947
N 34.3754 4.9846 0.5633
N 36.8826 5.3841 4.1402
N 33.9037 0.7447 9.4325
C 31.5307 2.0303 5.5365
C 36.0665 1.7634 8.0170
C 34.8521 4.9992 -0.7001
C 34.4339 -3.7243 4.8056
C 34.8170 1.6488 7.4212
C 37.9465 4.5910 4.3986
C 35.1079 0.8247 9.9911
C 36.2253 1.2771 9.3052
C 32.6832 5.1473 -1.6852
C 31.8362 -0.2914 0.5798
C 35.3285 -3.7191 3.7467
C 35.9998 8.2324 2.1807
C 29.2443 4.7992 2.3693
C 36.6660 6.3858 5.0007
C 31.8597 0.6297 -0.4521
C 33.7548 1.1997 8.1921
C 33.0396 1.3504 -0.6181
C 34.0100 7.2775 2.8964
C 31.2130 1.0181 4.6444
C 35.4595 9.4943 2.2572
C 34.7875 2.8024 3.3401
C 30.0047 0.3513 4.7811
C 31.1994 4.7126 3.7110
C 33.0293 4.9930 0.6751
C 32.9479 -0.4812 1.3671
C 30.3242 4.0636 2.8440
C 29.9710 6.6374 3.6789
C 38.7077 5.9771 6.1938
C 29.5816 1.7560 6.6583
C 34.1592 9.6381 2.7462
C 33.4024 8.5208 3.0225
C 29.1604 0.7422 5.8057
C 34.1050 1.1360 0.2278
C 33.8561 -2.5125 5.2018
C 38.8441 4.8368 5.4058
C 29.0334 6.0939 2.8201
C 34.3144 -1.3709 4.5855
C 34.0618 5.1215 -1.8164
C 37.5799 6.7506 5.9722
C 32.1679 5.0553 -0.3940
C 35.6655 -2.5199 3.1557
H 33.7959 -0.4602 4.8756
H 33.7232 10.6285 2.7606
H 33.4657 6.3598 3.0865
H 28.2303 6.6853 2.4024
H 32.0237 5.2268 -2.5378
H 32.3675 8.5471 3.3314
H 36.9904 8.0075 1.8099
H 34.1450 -4.6561 5.2730
H 35.9184 10.3475 1.7769
H 30.9813 -0.9359 0.7407
H 31.0494 0.8221 -1.1399
H 39.7052 4.1986 5.5546
H 35.7369 6.9284 4.9149
H 28.4898 4.3263 1.7507
H 31.1135 4.8426 -0.2761
H 39.3239 6.0915 7.0744
H 30.3200 2.9958 2.6663
H 29.8838 7.6731 3.9920
H 31.9224 0.8835 3.8367
H 34.5151 5.1809 -2.7974
H 32.6374 4.7597 1.6574
H 34.6687 1.9575 6.3926
H 28.9793 1.9934 7.5296
H 33.0629 -2.4736 5.9319
H 33.0925 2.0937 -1.4026
H 36.4244 -2.4869 2.3812
H 35.7655 -4.6725 3.4858
H 35.0369 1.6655 0.0693
H 32.0617 4.2079 4.1213
H 37.2318 1.2034 9.6972
H 32.7471 1.1784 7.7961
H 33.0357 -1.2835 2.0878
H 36.8917 2.1593 7.4382
H 32.4301 2.6168 5.3971
H 35.1712 0.5141 11.0267
H 29.6715 -0.3829 4.0571
H 38.0363 3.7647 3.7027
H 37.3866 7.6378 6.5598
H 35.9315 5.0959 -0.7419
H 28.1892 0.2928 5.9577
*
```

Max |F|: 1.7 eV/A
Kohn-Sham gap (spin up / spin down): 7.3 / 7.4 eV
E_tot: -4338.69288 Eh
⟨S²⟩: 20.026

# 4
ORCA calculation (ωB97M-V/def2-TZVPD) on a 3-piece molecular cluster, C41H40N3O7 overall in a non-equilibrium geometry.

Structure (ORCA input):
```
! RIJCOSX wB97M-V def2-TZVPD def2/J DEFGRID3
* xyz 0 2
O -0.0574 -1.3325 4.4739
O 5.6015 2.9321 0.8769
O -3.1609 -3.2647 8.3791
O -1.8376 0.7873 -6.2574
O 1.9580 4.0251 3.6096
O 0.1301 -0.1653 -0.3320
O -3.5723 -4.2298 -6.9318
N 6.6127 2.3325 -1.5372
N 1.0134 0.7614 -0.2310
N 2.9648 4.1310 1.4349
C -0.9839 2.2629 -0.4214
C 0.6245 2.0598 -2.2361
C -2.4897 -2.6852 -5.5213
C -2.2874 -3.6264 -4.5206
C -1.3357 -1.0343 -4.1953
C 5.0845 3.7047 -0.1788
C 1.2862 3.2965 -0.1535
C -3.4570 -2.0438 -7.7996
C -2.3929 -3.4993 6.1651
C -0.8871 -1.0541 6.6592
C 0.6735 1.2142 2.2191
C -3.0261 -0.7286 -7.6119
C 6.0984 3.6832 -1.3184
C 2.6827 3.0366 0.4420
C -1.8182 -0.8615 8.8740
C -4.1456 -2.3885 -8.9552
C -3.3097 0.2360 -8.5697
C -3.1240 -4.6611 5.9564
C -3.0831 -5.2907 4.7245
C -0.2676 0.7900 8.0653
C -2.0207 -1.3801 -5.3527
C -2.3122 -4.7621 3.6942
C -0.7849 -1.7544 5.3494
C -4.0091 -0.1098 -9.7126
C -1.1017 0.3065 9.0683
C -1.6146 -3.2720 -3.3641
C 0.4963 2.0747 -0.6978
C 2.4286 4.0629 2.5219
C -1.6022 -2.9804 5.1374
C -1.7113 -1.5487 7.6724
C -1.1322 -1.9768 -3.2023
C -2.4788 -2.8118 7.4844
C -0.1607 0.1118 6.8639
C -1.5696 -3.6129 3.9014
C -2.2567 -0.3434 -6.3952
C 1.6252 0.7924 1.1264
C 2.8890 1.6249 1.0324
C -4.4201 -1.4243 -9.9091
C 2.0697 -0.6485 1.4583
C -3.2025 -3.0862 -6.7652
C 3.7327 3.2317 -0.6735
H 0.3313 2.2367 2.1504
H -4.2345 0.6445 -10.4547
H -3.7261 -5.0664 6.7573
H -2.9842 1.2552 -8.4162
H -2.6594 -4.6332 -4.6487
H 1.1538 1.0614 3.1707
H 6.9157 4.3226 -0.9842
H 3.3947 4.0096 -1.3465
H -1.1901 0.8429 10.0035
H 5.4612 2.0081 0.6729
H 2.2324 -1.2148 0.5586
H -3.6565 -6.1936 4.5625
H 1.4405 3.9490 -0.9912
H 0.2964 1.6998 8.2217
H -0.9659 -3.2021 3.1040
H 3.0281 -0.5815 1.9534
H -1.2350 3.2315 -0.8365
H 7.2221 2.0987 -0.7681
H -1.5844 1.5367 -0.9384
H -0.9662 -0.0266 -4.0734
H -2.2910 -5.2499 2.7288
H 0.4834 0.4873 6.0812
H 0.6376 3.8381 0.5212
H -0.1919 1.4588 -2.6101
H 0.4914 3.0438 -2.6558
H -4.9596 -1.6939 -10.8072
H 3.3838 1.6333 1.9945
H 7.2305 2.3556 -2.3356
H -1.2119 2.3144 0.6321
H 1.5325 1.5708 -2.5577
H 3.8386 2.3406 -1.2789
H 4.9983 4.7318 0.1172
H 5.7166 4.1333 -2.2245
H 3.5380 1.0848 0.3605
H -0.2000 0.5823 2.2115
H -4.4675 -3.4098 -9.1023
H 1.3673 -1.1321 2.1113
H -1.4621 -4.0059 -2.5841
H -0.6013 -1.7021 -2.2989
H -2.4642 -1.2411 9.6531
*
```

Max |F|: 2.5 eV/A
Kohn-Sham gap (spin up / spin down): 7.8 / 8.5 eV
E_tot: -2277.27381 Eh
⟨S²⟩: 0.754

# 5
ORCA calculation (ωB97M-V/def2-TZVPD) on C41H41AsHgN6S2 as an isolated structure in a non-equilibrium geometry.

Structure (ORCA input):
```
! RIJCOSX wB97M-V def2-TZVPD def2/J DEFGRID3
* xyz -1 2
Hg -1.3259 -0.4719 1.7439
As 0.6700 0.0255 -1.2603
S -6.9458 1.4279 5.7547
S 2.0089 -3.2199 4.4237
N -0.6387 2.9952 2.5114
N -2.5318 -0.1875 3.5201
N 0.3039 -1.0935 3.6592
N -6.0048 -0.8247 6.9078
N -2.8428 2.8149 0.8563
N -0.2993 -1.2308 -0.0658
C 3.4776 1.0053 -1.9718
C -1.5068 -4.7144 0.1994
C -1.7526 3.4129 0.4360
C 1.9122 -2.8582 -6.7248
C -0.8401 0.2673 -4.0079
C -5.8400 0.1732 5.9751
C 1.2607 5.0151 2.1044
C 0.5513 -1.3435 -5.2448
C 1.3499 4.1958 3.2344
C -3.1568 0.9878 3.5533
C 2.7351 0.2092 -1.0476
C 6.8679 1.4234 -0.1881
C 0.3387 3.1880 3.3601
C -2.4566 -4.8336 -0.8406
C 2.3937 -2.9210 -1.6033
C -2.7560 3.8304 -1.7241
C 2.8169 1.5895 -3.1717
C -1.6468 3.9403 -0.9090
C 0.2403 -0.7716 -4.0040
C -4.6072 0.0014 5.1867
C -3.9130 3.1848 -1.2661
C -0.8242 -3.5271 0.4375
C 4.7238 0.2019 0.3115
C 1.0507 -1.9622 4.0291
C -4.1733 1.1425 4.4875
C 2.6381 -1.0711 1.1814
C 0.2519 4.7646 1.1740
C -1.0541 -2.3564 -0.3715
C -0.6707 3.7305 1.3814
C 1.7637 -2.3434 -2.8894
C 4.8260 1.3286 -1.7258
C 1.9427 -2.9469 -4.1247
C 0.9212 -1.1868 -2.8567
C 5.4637 1.0016 -0.5490
C 1.4737 -2.3816 -5.3593
C 3.3864 -0.2203 0.1573
C -1.9975 -2.5186 -1.4410
C -3.8454 -1.1672 5.1956
C -3.8790 2.7015 0.0242
C -2.7438 -3.6895 -1.5714
C -2.7529 -1.2030 4.3269
H 2.3795 -3.9485 -4.1982
H -1.2981 0.4195 -5.0164
H 7.5628 0.6125 -0.3232
H 1.0840 -3.2449 -7.3371
H 0.0952 5.4473 0.3404
H -0.7862 4.5309 -1.2352
H 6.8559 1.6959 0.9116
H -2.0157 -1.9975 4.2581
H 3.4658 2.2973 -3.7047
H -4.8063 3.0203 -1.8734
H -4.6437 2.1192 4.6002
H 2.0818 4.3779 4.0061
H -4.7650 2.1643 0.4017
H -5.1574 -1.0841 7.3579
H -0.5011 1.3000 -3.7118
H -1.6924 0.0427 -3.3549
H 0.4183 2.4443 4.1601
H 2.2240 -1.9663 -7.3207
H -0.1750 -3.4373 1.3314
H 2.5922 0.7908 -3.9169
H -2.2173 -1.7029 -2.1514
H 2.7547 -3.5772 -6.7725
H -4.1476 -2.0790 5.7457
H 2.5240 -4.0078 -1.6645
H 2.0613 5.7341 1.8605
H 1.8719 2.1896 -2.9387
H 3.3872 -2.4895 -1.3666
H -6.8176 -0.6905 7.5168
H -1.3904 -5.5636 0.9194
H -3.0642 -5.7327 -0.9430
H 1.6017 -1.2017 0.8957
H -2.6674 4.2531 -2.6948
H 5.3642 1.9038 -2.4657
H -3.6235 -3.7381 -2.2285
H -2.8617 1.7443 2.8568
H -0.0327 -0.9951 -6.1239
H 3.1095 -2.0374 1.2428
H 2.6243 -0.5678 2.1463
H 7.2134 2.2655 -0.7918
H 1.7339 -2.7096 -0.7748
H 5.2946 -0.0960 1.1428
*
```

Max |F|: 4.1 eV/A
Kohn-Sham gap (spin up / spin down): 4.2 / 6.5 eV
E_tot: -5101.02072 Eh
⟨S²⟩: 0.760

Repeat the second record exactly.
ORCA calculation (ωB97M-V/def2-TZVPD) on C41H40BaN4O2P as an isolated structure.

Structure (ORCA input):
```
! RIJCOSX wB97M-V def2-TZVPD def2/J DEFGRID3
* xyz -1 1
Ba -1.1760 -0.0071 0.8705
P 1.1357 2.6110 0.4866
O -2.3102 3.9113 3.1802
O -1.3159 2.2933 2.0035
N -3.3663 -1.0828 -0.2682
N -1.4053 -0.2808 -1.9537
N -1.7476 -2.3664 2.1883
N 0.6881 -1.9643 1.2161
C 1.0603 -0.4044 -2.0098
C -0.0487 5.3995 3.3293
C 4.8422 1.0068 -0.2552
C 2.0686 4.9548 -2.8143
C 1.4792 -4.0989 1.9919
C -3.5363 -1.2705 -1.5442
C -0.2184 -0.0129 -2.7500
C -0.9315 -5.9894 2.2222
C -1.5252 -4.7584 2.0571
C -3.1311 -2.5336 2.6027
C 0.4027 -6.3331 2.4111
C 1.1807 -1.8901 -1.6869
C 2.0083 -1.6181 0.7244
C 0.8510 4.9732 -3.4821
C -1.0001 -3.4220 2.0324
C 1.0392 4.0103 1.6938
C 2.2012 4.2519 -1.6265
C -5.1337 -2.0299 -3.4001
C 2.8861 2.0966 0.6645
C 1.1216 3.5502 -1.0922
C -0.2314 4.2819 -2.9601
C 2.1439 5.9894 2.5712
C 3.6049 1.6109 -0.4280
C -2.9481 -2.7219 -4.2855
C -2.0661 -2.0689 -3.4533
C 2.2772 -2.2074 -0.6680
C -2.2832 -1.1465 -2.3739
C 4.6741 1.3446 2.1112
C 0.4503 -3.1535 1.7026
C 1.0402 6.2470 3.3747
C -4.1616 -2.6484 1.4698
C 3.4387 1.9490 1.9384
C -4.8002 -1.4572 -2.1906
C -0.0929 3.5700 -1.7767
C -0.0737 4.2733 2.5029
C -4.3365 -2.6652 -4.3439
C -4.4261 -1.3565 0.6833
C 5.3820 0.8708 1.0149
C 1.4583 -5.4388 2.3263
C 2.1307 4.8857 1.7411
C -1.3578 3.4263 2.5748
H -3.8678 -3.4280 0.7621
H 3.1889 1.6924 -1.4243
H 1.9242 -0.0843 -2.6044
H -2.5996 -4.8052 1.9431
H 3.1572 4.2413 -1.1183
H -1.6318 -6.8211 2.2266
H 2.4777 -3.6873 1.9249
H 1.3781 -2.4422 -2.6117
H -4.4830 -0.5222 1.3968
H 0.2245 -2.2612 -1.3073
H 2.9950 4.6891 1.1192
H 5.3806 0.6340 -1.1181
H -0.1800 1.0685 -2.9212
H -3.2409 -3.3965 3.2709
H -0.9379 3.0177 -1.3792
H -5.6462 -1.1001 -1.6174
H -0.2365 -0.4819 -3.7386
H 3.2430 -1.8321 -1.0263
H -2.4719 -3.3442 -5.0394
H -1.1824 4.2833 -3.4772
H 2.8926 2.3064 2.8035
H 1.1122 0.1856 -1.0867
H 6.3438 0.3929 1.1511
H -5.1069 -2.9631 1.9252
H 2.9179 5.4908 -3.2198
H 0.6341 -7.3728 2.6067
H -1.0217 -2.2685 -3.6561
H 2.0665 -0.5256 0.6690
H 0.7499 5.5214 -4.4105
H 3.0069 6.6438 2.5885
H 2.4432 -5.8633 2.5059
H -3.3996 -1.6526 3.1996
H -5.4160 -1.4293 0.2274
H 1.0304 7.1084 4.0317
H 2.8235 -1.9045 1.3998
H 2.3674 -3.2930 -0.5740
H -0.9294 5.5769 3.9310
H -4.8299 -3.1638 -5.1690
H -6.1996 -2.0273 -3.6148
H 5.0822 1.2372 3.1085
*
```

Max |F|: 0.1 eV/A
Kohn-Sham gap: 6.3 eV
E_tot: -2322.83149 Eh